{"formula": "C24H36LiNO5SSi2", "method": "ωB97M-V/def2-TZVPD", "energy_ev": -63997.3047, "gap_ev": 4.30, "total_charge": -2, "lumo_ev": 4.39, "species": ["H", "H", "H", "H", "C", "Si", "C", "H", "H", "H", "C", "C", "O", "Si", "H", "C", "H", "H", "H", "Li", "O", "S", "C", "H", "H", "H", "H", "H", "N", "H", "C", "C", "H", "H", "C", "C", "C", "H", "C", "C", "H", "C", "C", "C", "O", "H", "C", "C", "H", "H", "H", "C", "H", "H", "C", "H", "H", "H", "H", "H", "C", "O", "C", "H", "H", "C", "H", "H", "C", "O"], "xyz": [[-3.4876, 2.8062, -0.5627], [-0.5203, -4.5343, -1.7828], [5.3687, 3.3468, 1.2432], [-1.9269, -4.1516, -2.7975], [-2.9409, -3.9128, 0.1585], [-1.7740, -2.6136, -0.7128], [0.6429, -1.7772, 2.7105], [4.3537, -1.9041, -1.7010], [4.2486, 1.0531, -0.9740], [-0.4779, 2.8135, -2.0559], [2.0477, 4.0671, 0.9800], [-4.1353, -2.2135, -2.3508], [2.0570, -1.0946, -0.3905], [-1.7007, 0.9437, -0.8535], [1.2338, -1.6512, 3.6278], [-1.1334, -3.7136, -2.1742], [-2.2052, 2.9433, 0.6497], [-5.8853, 0.3961, -3.6123], [3.5713, -0.8342, 0.5989], [0.1311, -0.8262, -0.3026], [0.0205, -0.5307, 2.3827], [4.8709, 0.5808, 1.7041], [2.4077, 1.7251, 1.4446], [-0.8036, -3.1643, 1.9454], [-4.1257, 1.6124, -2.4171], [-3.4515, 1.7067, 0.8263], [0.4892, 2.5911, 1.1430], [-1.6961, 0.3143, 3.1382], [4.5277, -0.4620, 0.5036], [-1.4312, -1.6624, 4.5307], [2.4308, -0.9308, -1.6029], [-1.1733, 2.0267, -2.3743], [3.8196, 5.2641, 0.8237], [-0.2177, -3.5886, 3.5813], [-4.1163, 0.5248, -2.3917], [-1.5958, -1.8643, 3.4668], [-1.3865, -0.6043, 2.6344], [-0.6327, 1.3912, -3.0831], [1.0984, 5.1949, 0.6824], [-3.1128, -1.5495, -1.6567], [-1.9080, -0.6792, 1.6752], [-2.8229, 2.2267, 0.0938], [-0.4943, -2.7694, 2.9150], [-5.1264, -1.5423, -3.0525], [1.6966, -0.8802, -2.5896], [-4.1607, -3.3010, -2.3482], [1.5539, 2.7830, 1.2018], [3.7782, 1.9492, 1.4635], [0.3469, 5.2881, 1.4682], [-2.0039, 2.5089, -2.9110], [-2.5975, -2.2760, 3.3376], [4.6722, 0.0469, -0.8708], [0.5635, 5.0114, -0.2514], [1.3137, -2.0587, 1.8963], [3.4239, 4.2710, 1.0086], [-2.3376, -4.7077, 0.6140], [2.0052, 0.7309, 1.5811], [-5.8942, -2.0962, -3.5863], [1.6271, 6.1454, 0.5962], [-0.4889, -3.1057, -2.8177], [-3.0978, -0.1343, -1.6865], [4.5274, -0.0656, 2.9417], [4.2949, 3.2163, 1.2437], [-3.5184, -3.4422, 0.9637], [-3.6548, -4.3918, -0.5256], [3.9546, -0.8931, -1.8286], [5.7371, 0.1096, -1.0984], [4.1253, -0.5770, -2.8559], [-5.1203, -0.1521, -3.0690], [6.2161, 1.0669, 1.5116]], "forces_ev_per_a": [[0.017, -0.048, -0.008], [0.002, 0.019, 0.007], [-0.009, 0.057, 0.000], [-0.006, 0.017, 0.036], [-0.007, 0.032, 0.052], [0.027, -0.060, -0.179], [-0.025, -0.078, 0.059], [-0.065, -0.008, -0.022], [-0.024, 0.028, 0.043], [0.001, -0.009, 0.020], [0.062, 0.005, -0.001], [-0.073, 0.027, -0.021], [-0.039, 0.286, 0.169], [0.054, 0.108, -0.118], [0.007, 0.019, -0.019], [-0.054, -0.014, -0.070], [0.000, 0.007, -0.011], [-0.007, 0.007, 0.006], [-0.166, -0.118, -0.037], [-0.005, -0.053, 0.147], [0.184, -0.002, -0.093], [0.129, -0.233, -0.025], [0.059, -0.084, -0.029], [0.022, -0.006, 0.038], [0.033, -0.012, -0.008], [0.013, 0.022, 0.004], [-0.056, -0.055, 0.003], [0.022, -0.001, 0.012], [0.135, 0.258, 0.109], [-0.017, 0.007, 0.004], [0.053, -0.598, -0.223], [-0.073, 0.036, -0.062], [0.005, 0.000, 0.010], [-0.013, -0.004, 0.017], [-0.059, -0.026, -0.015], [0.040, 0.005, 0.001], [-0.092, -0.047, -0.023], [0.006, 0.034, 0.005], [-0.012, 0.011, 0.002], [-0.034, 0.010, 0.008], [0.014, 0.033, 0.009], [0.019, 0.009, 0.058], [0.006, 0.020, 0.034], [0.024, 0.010, 0.011], [-0.018, 0.188, 0.108], [0.033, 0.014, -0.003], [-0.102, 0.026, -0.040], [0.051, 0.187, 0.032], [-0.008, 0.003, -0.006], [0.001, -0.016, 0.040], [0.009, -0.013, -0.015], [0.146, -0.054, 0.027], [-0.003, -0.014, 0.004], [-0.023, 0.022, -0.010], [-0.028, 0.025, -0.004], [0.005, 0.007, -0.004], [-0.099, -0.027, 0.035], [-0.008, -0.005, 0.010], [-0.002, -0.001, -0.003], [-0.010, -0.043, -0.001], [-0.026, -0.005, -0.037], [-0.028, 0.013, -0.043], [0.003, -0.094, -0.011], [-0.001, -0.016, -0.014], [0.033, 0.015, 0.018], [-0.061, 0.147, 0.082], [0.003, 0.008, -0.023], [0.064, -0.003, -0.021], [0.035, -0.010, 0.018], [-0.062, 0.031, -0.037]], "mulliken_charge": [0.42, 0.31, 0.48, 0.38, -1.58, 0.69, -0.20, 0.31, 0.34, 0.28, 0.80, -0.31, -1.00, 0.29, 0.23, -1.40, 0.36, 0.34, 0.31, 0.39, -0.11, 1.36, 0.07, -0.39, 0.12, 0.31, 0.53, 0.23, -0.28, 0.31, 0.81, -1.38, 0.28, 0.46, -0.19, -0.68, 0.17, 0.24, -1.32, 0.51, -0.45, -1.62, -0.02, -0.75, -0.70, 0.11, -0.74, -0.32, 0.34, 0.38, 0.35, -0.26, 0.24, 0.05, -0.63, 0.32, 0.22, 0.34, 0.35, 0.21, 0.37, -0.72, -0.35, 0.23, 0.49, -1.17, 0.35, 0.32, -0.69, -0.76]}